C62H46CrN2O2P3S2Si as an isolated structure at a distorted geometry, computed with ωB97M-V with the def2-TZVPD basis set.

```
119
Properties=species:S:1:pos:R:3
Cr 0.0952 -0.4400 -1.0335
C -3.0946 -5.1665 -1.2800
C -2.6828 -4.4448 -2.3895
C -1.4821 -3.7651 -2.3600
C -0.6701 -3.8220 -1.2253
C -1.0822 -4.5539 -0.1173
C -2.2930 -5.2241 -0.1526
P 0.6906 -2.6164 -1.1578
C 1.6162 -2.9585 -2.7016
C 2.7117 -3.8082 -2.8000
C 3.3817 -3.9427 -4.0045
C 2.9716 -3.2341 -5.1204
C 1.8854 -2.3795 -5.0287
C 1.2211 -2.2366 -3.8264
C 1.7743 -3.0629 0.2142
C 2.1374 -4.3948 0.3909
C 2.9255 -4.7698 1.4639
C 3.2914 -3.8094 2.3893
C 2.8963 -2.4927 2.2274
C 2.1610 -2.0699 1.1271
Si 1.5458 -0.2598 0.8871
C 1.7423 0.7274 2.5079
C 2.8300 0.6048 3.3614
C 2.8169 1.1747 4.6214
C 1.7225 1.9134 5.0379
C 0.6705 2.1299 4.1661
C 0.6780 1.5307 2.9105
P -0.5789 1.8897 1.6372
C -0.7460 3.6907 1.9449
C 0.4167 4.4494 1.8292
C 0.3705 5.8277 1.9001
C -0.8448 6.4729 2.0676
C -2.0005 5.7253 2.2061
C -1.9542 4.3432 2.1511
C -2.1506 1.3025 2.3547
C -3.2930 1.5110 1.5805
C -4.5310 1.0999 2.0344
C -4.6287 0.4507 3.2560
C -3.4914 0.2182 4.0106
C -2.2496 0.6419 3.5703
C 2.7337 0.3995 -0.4818
C 4.1758 0.2572 -0.4170
C 4.8616 0.2606 -1.5642
C 4.1114 0.5109 -2.7790
C 2.9295 1.4176 -2.7675
C 2.1691 1.4479 -1.4455
P 0.4187 1.8475 -1.4352
C -0.0798 1.8047 -3.2131
C 0.3358 2.7258 -4.1686
C -0.0682 2.5934 -5.4854
C -0.9091 1.5588 -5.8608
C -1.3751 0.6707 -4.9078
C -0.9648 0.7952 -3.5920
C 0.4044 3.6648 -1.2786
C 1.5968 4.3639 -1.1572
C 1.5946 5.7437 -1.2425
C 0.4007 6.4215 -1.4296
C -0.7965 5.7257 -1.5057
C -0.7971 4.3469 -1.4311
H -4.0404 -5.6870 -1.2950
H -3.3034 -4.4104 -3.2726
H -1.1668 -3.1829 -3.2170
H -0.4645 -4.5798 0.7698
H -2.6169 -5.7915 0.7085
H 3.0594 -4.3494 -1.9335
H 4.2340 -4.6041 -4.0679
H 3.5033 -3.3417 -6.0552
H 1.5643 -1.8118 -5.8892
H 0.4019 -1.5283 -3.7567
H 1.7876 -5.1416 -0.3113
H 3.2218 -5.8014 1.5910
H 3.8677 -4.0945 3.2584
H 3.1425 -1.7932 3.0076
H 3.7147 0.0852 3.0313
H 3.6617 1.0422 5.2827
H 1.7078 2.3369 6.0326
H -0.1580 2.7611 4.4598
H 1.3609 3.9426 1.6834
H 1.2835 6.4008 1.8234
H -0.8874 7.5526 2.0963
H -2.9491 6.2184 2.3656
H -2.8650 3.7780 2.2828
H -3.1921 1.9937 0.6155
H -5.4134 1.2785 1.4361
H -5.5873 0.1236 3.6320
H -3.5750 -0.3033 4.9535
H -1.3617 0.4389 4.1518
H 4.6342 0.0616 0.5385
H 5.9231 0.0845 -1.6344
H 4.6625 0.4928 -3.7127
H 2.7704 2.1407 -3.5534
H 0.9647 3.5552 -3.8754
H 0.2644 3.3084 -6.2217
H -1.2162 1.4560 -6.8907
H -2.0688 -0.1111 -5.1811
H -1.3788 0.1199 -2.8393
H 2.5182 3.8137 -1.0117
H 2.5276 6.2852 -1.1758
H 0.4055 7.4972 -1.5228
H -1.7245 6.2624 -1.6408
H -1.7189 3.7839 -1.5134
N 2.7370 -0.0101 -2.9779
C 2.0054 -0.1116 -1.7068
O 0.0992 -3.7918 2.7398
S -0.5583 -2.5147 2.8132
O -0.0213 -1.5779 3.7601
N -0.6316 -1.7867 1.3281
C -1.8778 -1.6404 0.9457
S -2.2142 -0.8194 -0.4799
C -2.8884 -2.2465 1.7867
C -4.2373 -2.4083 1.5054
C -5.0167 -3.1059 2.4099
C -4.4725 -3.5993 3.5904
C -3.1174 -3.4396 3.8700
C -2.3401 -2.7668 2.9581
H -4.6327 -2.0149 0.5815
H -6.0582 -3.2860 2.1865
H -5.1054 -4.1373 4.2825
H -2.6843 -3.8384 4.7753
```

Calculated values
Molar mass   1088.2 u
Multiplicity   4
ΔE to the lowest compared entry with this formula, charge and spin   6.462 eV
E   -157948.169 eV

Results of the Mulliken charge analysis, in e, for atoms 1 through 2: -0.52 -0.74